[1]
ORCA calculation (the ωB97M-V functional and the def2-TZVPD basis) on a structure of composition C38H55BrF24NO18S.

Last column: Mulliken charge in e.
Element x y z (Å)
O 0.522 -9.889 3.837  -0.50
C 1.131 -10.251 2.610  -0.83
C 0.857 -9.257 1.453  -0.59
C 0.734 -7.801 1.895  -0.41
N -0.580 -7.108 1.565  0.05
S -0.330 -5.324 1.640  0.09
Br -1.060 -7.347 -0.259  0.20
C -1.720 -7.470 2.518  -0.74
C -2.344 -8.851 2.410  -0.22
C -3.560 -8.962 1.471  -0.84
O -4.402 -7.830 1.543  -0.52
H 1.121 -9.338 4.351  0.34
H 2.200 -10.432 2.732  0.36
H 0.684 -11.204 2.331  0.34
H -0.030 -9.586 0.920  0.28
H 1.685 -9.326 0.748  0.53
H 0.825 -7.677 2.973  0.45
H 1.503 -7.190 1.429  0.31
H 0.005 -5.313 2.943  0.13
H -2.471 -6.693 2.394  0.72
H -1.269 -7.338 3.503  0.43
H -2.686 -9.075 3.422  0.43
H -1.622 -9.627 2.170  -0.05
H -4.141 -9.825 1.793  0.42
H -3.252 -9.164 0.442  0.31
H -4.217 -7.235 0.811  0.33
C -1.183 -2.147 -4.250  -1.10
C -2.357 -2.762 -3.529  -0.19
O -2.463 -4.182 -3.836  -0.31
C -1.695 -4.991 -3.155  0.45
O -0.920 -4.732 -2.276  -0.52
C -1.960 -6.456 -3.584  0.73
F -2.041 -6.614 -4.893  -0.23
F -3.103 -6.886 -3.021  -0.25
F -0.970 -7.244 -3.120  -0.24
H -1.254 -2.326 -5.322  0.33
H -1.164 -1.071 -4.078  0.45
H -0.240 -2.566 -3.899  0.26
H -3.300 -2.342 -3.866  0.28
H -2.289 -2.637 -2.451  0.33
C 3.743 -0.071 -2.454  -0.78
C 4.429 -0.160 -3.796  -0.35
O 4.112 -1.401 -4.474  -0.33
C 2.967 -1.424 -5.129  0.36
O 2.158 -0.549 -5.222  -0.52
C 2.795 -2.787 -5.842  0.93
F 3.087 -3.808 -5.026  -0.26
F 3.601 -2.856 -6.905  -0.27
F 1.537 -2.927 -6.254  -0.23
H 4.001 -0.932 -1.835  0.33
H 4.065 0.832 -1.944  0.08
H 2.659 -0.040 -2.566  0.34
H 5.511 -0.176 -3.689  0.35
H 4.160 0.674 -4.443  0.33
C -8.024 2.028 -2.945  -1.01
C -7.023 1.098 -3.591  -0.39
O -5.939 0.778 -2.679  -0.30
C -6.179 -0.175 -1.802  0.36
O -7.171 -0.825 -1.665  -0.51
C -4.916 -0.413 -0.939  0.82
F -4.359 0.726 -0.531  -0.25
F -3.998 -1.086 -1.666  -0.22
F -5.206 -1.150 0.128  -0.25
H -7.525 2.931 -2.592  0.33
H -8.785 2.312 -3.670  0.40
H -8.509 1.544 -2.101  0.33
H -6.531 1.563 -4.441  0.33
H -7.488 0.171 -3.925  0.34
C 4.371 6.162 2.326  -1.06
C 5.015 6.106 0.962  -0.22
O 4.664 4.879 0.270  -0.31
C 3.495 4.869 -0.340  0.19
O 2.695 5.756 -0.395  -0.53
C 3.297 3.515 -1.058  1.10
F 3.642 2.480 -0.284  -0.23
F 4.061 3.472 -2.164  -0.26
F 2.029 3.359 -1.425  -0.26
H 4.640 5.283 2.911  0.27
H 4.714 7.046 2.861  0.38
H 3.285 6.205 2.246  0.33
H 6.099 6.073 1.034  0.32
H 4.735 6.956 0.342  0.32
C -11.032 6.565 2.103  -1.10
C -10.360 5.215 2.007  -0.22
O -10.881 4.450 0.893  -0.31
C -10.373 4.733 -0.292  0.31
O -9.525 5.533 -0.555  -0.50
C -11.009 3.816 -1.365  0.96
F -12.330 3.718 -1.217  -0.25
F -10.481 2.584 -1.269  -0.27
F -10.751 4.280 -2.584  -0.25
H -12.113 6.449 2.173  0.30
H -10.679 7.087 2.992  0.37
H -10.805 7.178 1.231  0.32
H -10.571 4.601 2.879  0.31
H -9.280 5.308 1.898  0.32
C 2.887 -3.720 3.099  -0.72
C 2.189 -2.887 4.152  -0.30
O 2.954 -1.714 4.480  -0.30
C 2.820 -0.693 3.641  0.30
O 2.145 -0.659 2.657  -0.56
C 3.644 0.515 4.147  1.01
F 4.865 0.136 4.539  -0.28
F 3.022 1.071 5.193  -0.26
F 3.766 1.423 3.189  -0.25
H 3.892 -3.986 3.428  0.36
H 2.336 -4.642 2.915  -0.01
H 2.970 -3.176 2.159  0.31
H 2.094 -3.428 5.092  0.38
H 1.193 -2.578 3.829  0.31
C 7.311 2.512 5.865  -0.96
C 6.575 3.287 6.934  -0.28
O 7.290 4.496 7.283  -0.33
C 7.095 5.525 6.476  0.37
O 6.385 5.564 5.515  -0.51
C 7.900 6.749 6.974  0.90
F 9.145 6.408 7.315  -0.24
F 7.297 7.273 8.049  -0.26
F 7.959 7.678 6.026  -0.23
H 8.328 2.290 6.190  0.34
H 6.795 1.574 5.668  0.25
H 7.365 3.079 4.936  0.28
H 6.513 2.724 7.863  0.35
H 5.566 3.551 6.622  0.32
C 1.406 6.086 -4.135  -1.20
C 2.878 6.338 -3.898  0.05
O 3.544 6.746 -5.114  -0.37
C 3.434 8.025 -5.433  0.32
O 2.855 8.879 -4.831  -0.51
C 4.231 8.309 -6.730  0.90
F 4.006 7.373 -7.658  -0.25
F 5.544 8.318 -6.456  -0.25
F 3.896 9.491 -7.232  -0.24
H 1.269 5.353 -4.931  0.33
H 0.951 5.704 -3.221  0.35
H 0.894 7.003 -4.421  0.37
H 3.383 5.424 -3.599  0.14
H 3.034 7.091 -3.126  0.32

Values from the calculation:
E_tot = -224734.990 eV
Total charge = +1
Kohn-Sham gap = 7.72 eV
Largest force on an atom = 0.0106 Eh/bohr


[2]
ORCA calculation (the ωB97M-V functional and the def2-TZVPD basis) on a cluster of 4 separate species, C38H55F24NO8S in total.

Last column: Mulliken charge in e.
Element x y z (Å)
C 5.933 1.027 1.262  -0.89
C 5.802 -0.253 2.314  -0.55
C 4.264 -0.467 2.887  -0.54
C 3.337 -1.441 1.901  -0.06
C 2.820 -2.751 2.744  -0.46
C 1.168 -2.898 2.812  0.08
C 0.656 -4.320 2.172  0.09
C -0.446 -5.131 3.074  -0.87
C -1.876 -4.361 3.290  -0.48
C -2.343 -3.393 2.053  0.67
C -3.962 -3.470 1.705  -0.38
C -4.926 -3.605 3.024  -0.79
C -4.909 -2.310 4.032  -0.41
C -5.818 -1.134 3.275  -0.79
C -4.753 -0.105 2.498  0.92
C -4.612 1.340 3.279  -0.81
C -3.257 2.202 2.812  -0.64
C -2.588 1.621 1.432  0.45
C -1.340 2.514 0.843  -0.60
C -1.484 2.468 -0.812  -0.39
C -1.270 0.976 -1.457  1.03
O -0.727 1.319 -2.813  -0.24
C -1.779 1.997 -3.617  0.45
N -2.844 2.170 -4.371  -0.54
C -2.516 -0.089 -1.512  0.32
O -2.060 -1.515 -1.620  -0.35
S -0.352 -1.449 -1.633  1.09
O -0.039 -1.622 -3.159  -0.63
O 0.448 -2.622 -1.019  -0.38
O -0.148 0.124 -0.942  -0.45
H 5.307 0.867 0.279  0.21
H 5.701 2.055 1.778  0.27
H 7.079 1.084 0.934  0.30
H 6.468 0.058 3.255  0.27
H 6.288 -1.224 1.875  0.32
H 4.344 -0.917 3.973  0.32
H 3.746 0.585 2.944  0.25
H 4.089 -1.809 1.052  0.30
H 2.491 -0.851 1.341  -0.14
H 3.346 -3.694 2.248  0.14
H 3.183 -2.764 3.879  0.28
H 0.751 -2.040 2.094  -0.33
H 0.729 -2.682 3.879  0.34
H 1.621 -5.021 2.119  0.17
H 0.300 -4.223 1.038  -0.15
H 0.033 -5.253 4.160  0.27
H -0.689 -6.218 2.700  0.27
H -1.789 -3.691 4.262  0.22
H -2.673 -5.211 3.554  0.16
H -1.783 -3.569 1.041  -0.01
H -2.151 -2.272 2.418  -0.36
H -4.237 -2.473 1.108  -0.04
H -4.082 -4.349 0.923  0.39
H -6.042 -3.700 2.610  0.44
H -4.748 -4.559 3.678  0.23
H -3.838 -1.928 4.312  0.23
H -5.463 -2.564 5.047  0.36
H -6.460 -0.499 4.050  0.31
H -6.565 -1.586 2.477  0.31
H -3.713 -0.689 2.520  -0.71
H -5.017 0.007 1.342  0.16
H -4.543 1.072 4.439  0.22
H -5.574 2.025 3.123  0.27
H -2.491 2.298 3.718  0.30
H -3.665 3.294 2.578  0.19
H -3.451 1.652 0.608  0.08
H -2.206 0.510 1.499  -0.27
H -1.311 3.600 1.279  0.35
H -0.335 1.955 1.145  0.22
H -2.551 2.937 -1.045  0.39
H -0.614 3.149 -1.223  -0.28
H -3.256 -0.173 -0.598  -0.47
H -3.284 -0.032 -2.423  0.33
C -3.285 6.664 -3.969  -0.60
C -2.167 7.444 -4.677  0.74
C -0.751 6.958 -4.376  0.21
F -0.444 7.049 -3.062  -0.28
F 0.165 7.716 -5.036  -0.31
F -2.306 8.770 -4.403  -0.28
F -2.380 7.322 -6.025  -0.33
O -3.801 7.248 -2.771  -0.42
C -3.056 6.974 -1.585  0.70
C -2.420 8.229 -0.976  0.11
F -1.583 8.843 -1.851  -0.20
F -1.674 7.920 0.118  -0.24
F -2.154 5.996 -1.843  -0.08
F -3.945 6.438 -0.706  -0.30
H -4.138 6.657 -4.654  0.43
H -3.035 5.604 -3.834  0.31
H -0.614 5.921 -4.695  0.23
H -3.186 8.952 -0.679  0.25
C 1.790 -8.638 -2.131  -0.74
C 0.673 -8.309 -1.129  0.94
C 0.911 -7.060 -0.286  0.13
F 2.025 -7.155 0.473  -0.30
F -0.123 -6.860 0.575  -0.23
F 0.441 -9.400 -0.348  -0.28
F -0.476 -8.123 -1.852  -0.33
O 2.741 -9.622 -1.716  -0.41
C 3.809 -9.136 -0.904  0.73
C 3.788 -9.712 0.517  0.21
F 2.626 -9.425 1.157  -0.19
F 4.786 -9.185 1.275  -0.25
F 3.805 -7.782 -0.927  -0.25
F 4.954 -9.515 -1.535  -0.30
H 1.302 -9.087 -3.002  0.44
H 2.277 -7.738 -2.526  0.35
H 0.993 -6.169 -0.915  0.24
H 3.904 -10.800 0.501  0.23
C 3.968 5.061 -4.160  -0.75
C 5.084 5.830 -3.439  0.87
C 5.706 5.101 -2.251  0.10
F 4.804 4.832 -1.281  -0.20
F 6.672 5.865 -1.673  -0.29
F 4.619 7.058 -3.080  -0.26
F 6.073 6.066 -4.358  -0.34
O 2.628 5.404 -3.798  -0.33
C 2.124 4.756 -2.631  0.64
C 1.837 5.732 -1.483  0.73
F 2.949 6.420 -1.120  -0.24
F 1.411 5.071 -0.373  -0.24
F 2.968 3.757 -2.278  -0.31
F 0.969 4.149 -3.016  -0.14
H 4.039 5.333 -5.218  0.41
H 4.131 3.976 -4.147  0.32
H 6.172 4.162 -2.564  0.28
H 1.070 6.458 -1.769  -0.15

Values from the calculation:
Structure (SMILES) = CCCCCCCCCCCCCCCCCCCC[C@]1(OC#N)COS(=O)(=O)O1.FC(F)C(F)(F)COC(F)(F)C(F)F.FC(F)C(F)(F)COC(F)(F)C(F)F.FC(F)C(F)(F)COC(F)(F)C(F)F
E_tot = -134206.178 eV
Kohn-Sham gap = 9.19 eV
Largest force on an atom = 0.2307 Eh/bohr